This record from OMol25 describes a 2-piece molecular cluster, C3H9ClN3 overall. The level of theory is ωB97M-V with the def2-TZVPD basis set.

Properties
HOMO (alpha / beta) (eV): -10.5 / -14.0
Gap between HOMO and LUMO (alpha / beta) (Eh): 0.2440 / 0.1923
Spin multiplicity: 3
Largest force on an atom (eV/A): 5.187
Charge: +1
ΔE to the lowest compared entry with this formula, charge and spin (kcal per mole): 1.64
Expectation value of S²: 2.02
E (eV): -20238.662

Cartesian coordinates (Å):
C -1.60610 -0.72822 -0.06022
C 2.36826 0.55811 1.15676
C 2.12301 0.18606 -0.20258
N -2.76755 -1.03801 -0.77271
N -1.51009 -0.80884 1.31322
N -0.55236 -0.41953 -0.68256
Cl 2.69799 -1.31310 -0.69187
H 1.88802 -0.07550 1.84560
H 2.20139 1.60612 1.46848
H 3.42548 0.41826 1.18816
H 1.43171 0.70518 -0.81447
H -3.59019 -1.14230 -0.23491
H -2.76336 -1.82228 -1.49224
H -2.37633 -1.01145 1.81095
H -0.91529 -0.22473 1.89244
H -0.77977 -0.50836 -1.70654

This record from OMol25 describes C2H2Cl4O as an isolated structure. The level of theory is ωB97M-V with the def2-TZVPD basis set.

Properties
HOMO (eV): -9.0
Gap between HOMO and LUMO (Eh): 0.3484
Largest force on an atom (eV/A): 5.699
Charge: 0
ΔE to the lowest compared entry with this formula, charge and spin (kcal per mole): 33.96
E (eV): -54241.358

Cartesian coordinates (Å):
C -0.20934 -0.40830 -0.37574
C -2.26748 0.05472 -0.02623
O 0.50633 0.48983 0.27342
Cl -0.12613 -2.07456 0.15602
Cl -2.18810 0.65283 1.60642
Cl -2.94362 1.05474 -1.15925
Cl -2.99361 -1.48436 -0.10362
H -0.25421 -0.33406 -1.37894
H 0.48070 0.55356 1.31048

This record from OMol25 describes a single C5H6N2O4 molecule. The level of theory is ωB97M-V with the def2-TZVPD basis set.

Properties
HOMO (alpha / beta) (eV): -9.4 / -9.4
Gap between HOMO and LUMO (alpha / beta) (Eh): 0.3477 / 0.3477
Structure (SMILES): COc1onc(C)c1[N+](=O)[O-]
Largest force on an atom (eV/A): 5.424
Charge: 0
ΔE to the lowest compared entry with this formula, charge and spin (kcal per mole): 147.65
E (eV): -16446.230

Cartesian coordinates (Å):
C -1.16810 -0.40336 -0.01352
C -1.13387 1.01864 -0.01536
C 0.31055 -0.77138 0.02070
C -2.34584 1.82457 0.01869
C 2.27800 -2.00680 0.01958
N 0.09556 1.45299 -0.11263
N -2.16556 -1.37572 0.03238
O -3.32011 -1.03422 0.10432
O -1.76525 -2.52526 -0.06815
O 0.97725 0.37219 -0.02094
O 0.83598 -1.95846 0.02832
H -3.12883 1.06141 0.40180
H -2.22241 2.82496 0.63925
H -2.68457 2.35042 -0.90142
H 2.64930 -3.07718 0.51186
H 2.71828 -1.14146 0.45066
H 2.63316 -2.26485 -0.96490

This record from OMol25 describes a single C5H10O molecule. The level of theory is ωB97M-V with the def2-TZVPD basis set.

Properties
HOMO (eV): -10.2
Gap between HOMO and LUMO (Eh): 0.4020
Structure (SMILES): CC1(CO)CC1
Largest force on an atom (eV/A): 5.922
Charge: 0
ΔE to the lowest compared entry with this formula, charge and spin (kcal per mole): 84.38
E (eV): -7391.106

Cartesian coordinates (Å):
C 0.33281 1.56665 -0.40390
C -0.06534 0.15674 -0.01765
C 0.88430 -0.40740 0.99978
O 2.24179 -0.56410 0.57487
C -0.66705 -0.75360 -1.05365
C -1.51856 -0.21342 0.06906
H -0.34544 1.96534 -1.16624
H 0.29877 2.23808 0.46508
H 1.35349 1.57905 -0.80390
H 0.35395 -1.56053 1.33923
H 0.85302 0.09386 1.96309
H 1.60008 -1.57312 0.44377
H -0.41619 -1.81412 -1.03174
H -0.81776 -0.35644 -2.05517
H -2.25140 0.55650 -0.16370
H -1.83648 -0.91350 0.84105

This record from OMol25 describes C21H31BN3O3PdS as an isolated structure. The level of theory is ωB97M-V with the def2-TZVPD basis set.

Properties
HOMO (eV): -10.5
Gap between HOMO and LUMO (Eh): 0.2168
Largest force on an atom (eV/A): 4.862
Charge: +1
ΔE to the lowest compared entry with this formula, charge and spin (kcal per mole): 54.51
E (eV): -47878.456

Cartesian coordinates (Å):
Pd -0.22718 -0.25145 0.15556
C -4.41236 -2.27737 2.57980
C -3.15519 -1.81444 2.95157
C -2.16082 -1.65595 2.00696
C -2.41293 -1.95794 0.64815
C -3.68218 -2.44642 0.29240
C -4.66087 -2.59668 1.25200
N -1.43728 -1.72707 -0.27729
N -1.56442 -2.02433 -1.52923
C -0.73821 -1.51511 -2.44161
C -0.83955 -1.90567 -3.79968
C 0.04510 -1.39650 -4.71461
C 1.03923 -0.50190 -4.30352
C 1.07182 -0.13227 -2.97310
N 0.20000 -0.59151 -2.09524
H -5.19270 -2.39059 3.31559
H -2.95854 -1.57944 3.98692
H -1.15744 -1.32695 2.31381
H -3.87166 -2.68428 -0.74182
H -5.63493 -2.95734 0.96047
H -1.61118 -2.60201 -4.07544
H -0.01808 -1.69145 -5.75081
H 1.76331 -0.11659 -5.00088
H 1.82166 0.55236 -2.59172
C -3.44417 3.41048 -1.65857
C -2.04358 3.51039 -1.08592
S -1.57034 1.89039 -0.36683
O -0.08739 1.98990 -0.14958
C -2.26645 2.09746 1.33220
C -1.41177 3.03792 2.15640
H -3.74828 4.36581 -2.08171
H -4.17053 3.14297 -0.89263
H -3.48919 2.66080 -2.44616
H -1.96102 4.27454 -0.31942
H -1.30115 3.69694 -1.86018
H -2.27854 1.08554 1.75674
H -3.29216 2.44100 1.22049
H -0.35628 2.83381 1.97233
H -1.60713 2.90457 3.21785
H -1.60532 4.07754 1.90386
C 2.40990 -4.04258 2.13981
C 2.86425 -2.70994 1.55075
C 4.10711 -2.22231 2.27842
O 1.76450 -1.77134 1.76184
B 1.10799 -1.66081 0.59550
O 1.67091 -2.30797 -0.44177
C 2.98586 -2.74042 -0.01437
C 3.96633 -1.69866 -0.55595
C 3.28028 -4.10096 -0.62287
H 2.13298 -3.88793 3.17825
H 3.21147 -4.77114 2.09467
H 1.54089 -4.42253 1.61095
H 3.94006 -2.27672 3.35010
H 4.34456 -1.19647 2.02148
H 4.94589 -2.86215 2.01977
H 3.74830 -0.71796 -0.13686
H 3.84167 -1.63822 -1.63455
H 4.99097 -1.97711 -0.33210
H 2.48761 -4.80416 -0.39805
H 4.22579 -4.47810 -0.24679
H 3.34133 -3.99637 -1.70245

This record from OMol25 describes a single C3H3BrO molecule. The level of theory is ωB97M-V with the def2-TZVPD basis set.

Properties
HOMO (eV): -9.6
Gap between HOMO and LUMO (Eh): 0.3164
Structure (SMILES): C=CC(=O)Br
Largest force on an atom (eV/A): 3.827
Charge: 0
ΔE to the lowest compared entry with this formula, charge and spin (kcal per mole): 18.00
E (eV): -75247.750

Cartesian coordinates (Å):
C -0.12984 -0.21246 -1.36319
C -0.19972 -0.26591 -0.00624
C 0.72612 0.19239 0.98216
O 1.84943 0.19830 1.28682
Br -0.91775 1.30711 2.40812
H -0.90129 -0.83424 -1.93464
H 0.59860 0.37613 -1.77843
H -1.02556 -0.76131 0.40540

This record from OMol25 describes C2H6BrLiO2 as an isolated structure. The level of theory is ωB97M-V with the def2-TZVPD basis set.

Properties
HOMO (eV): -7.0
Gap between HOMO and LUMO (Eh): 0.1512
Largest force on an atom (eV/A): 1.632
Charge: 0
ΔE to the lowest compared entry with this formula, charge and spin (kcal per mole): 77.94
E (eV): -76511.568

Cartesian coordinates (Å):
Li 20.18570 10.69289 4.76068
Br 21.47699 13.83331 1.84453
C 28.57332 12.72144 4.22705
C 28.56181 11.25110 3.81399
O 29.82936 10.79259 3.34650
O 27.32486 13.21221 4.69136
H 28.88979 13.31589 3.36998
H 29.41982 12.85371 4.90089
H 27.86605 11.05004 2.99938
H 28.30650 10.76655 4.75639
H 29.97777 11.22449 2.50208
H 26.65682 12.89038 4.08166

This record from OMol25 describes a 2-piece molecular cluster, CH3F2N4 overall. The level of theory is ωB97M-V with the def2-TZVPD basis set.

Properties
HOMO (alpha / beta) (eV): -15.1 / -15.4
Gap between HOMO and LUMO (alpha / beta) (Eh): 0.2682 / 0.3094
Largest force on an atom (eV/A): 3.644
Charge: +1
ΔE to the lowest compared entry with this formula, charge and spin (kcal per mole): 141.64
E (eV): -12461.084

Cartesian coordinates (Å):
C 0.61244 -0.30315 0.28740
N 3.03118 0.04071 0.11092
N -0.41811 0.12426 -0.46660
N 1.82598 -0.03685 0.17852
N -1.63647 0.05208 -0.37645
F -2.22884 -1.25220 0.15489
F -2.37661 1.07399 0.37896
H 0.24429 -0.94647 1.10934
H 3.61654 0.62445 0.73608
H -2.67039 0.62318 -2.11306

This record from OMol25 describes a 2-piece molecular cluster, C4H15N2O overall. The level of theory is ωB97M-V with the def2-TZVPD basis set.

Properties
HOMO (alpha / beta) (eV): -3.3 / -8.9
Gap between HOMO and LUMO (alpha / beta) (Eh): 0.1508 / 0.3508
Spin multiplicity: 2
Largest force on an atom (eV/A): 2.721
Charge: 0
ΔE to the lowest compared entry with this formula, charge and spin (kcal per mole): 60.12
Expectation value of S²: 0.75
E (eV): -9414.579

Cartesian coordinates (Å):
N -1.61518 -0.06720 0.51673
C -0.69986 0.84328 1.26239
C 0.44972 1.50316 0.44931
N 1.09114 0.64450 -0.59799
C 1.42646 -0.61964 0.02393
C 2.16146 1.25473 -1.34704
H -1.70094 0.03692 -0.49820
H -2.59237 -0.07233 0.82876
H -1.29835 -1.08048 0.55730
H -0.27897 0.36797 2.16260
H -1.29180 1.69004 1.58676
H 1.20844 1.83901 1.13787
H 0.05274 2.33879 -0.18527
H 2.12558 -0.45923 0.85635
H 1.85817 -1.33090 -0.70396
H 0.58983 -1.27552 0.27807
H 2.05497 0.86574 -2.35695
H 3.22852 1.17390 -0.94186
H 2.02290 2.31728 -1.45771
H -1.33287 -3.05439 -0.36746
H -2.54619 -2.88992 -1.11920
O -2.29665 -2.83744 -0.17516

This record from OMol25 describes a single C6H11NO molecule. The level of theory is ωB97M-V with the def2-TZVPD basis set.

Properties
HOMO (eV): -8.0
Gap between HOMO and LUMO (Eh): 0.3248
Structure (SMILES): C/C(=C\N)CCC=O
Largest force on an atom (eV/A): 0.873
Charge: 0
ΔE to the lowest compared entry with this formula, charge and spin (kcal per mole): 31.81
E (eV): -9937.075

Cartesian coordinates (Å):
O -3.45398 -1.50169 -0.45612
C -2.37785 -1.09535 -0.79712
C -1.34640 -0.53255 0.14497
C -0.41640 0.51218 -0.51279
C 1.01395 0.50216 -0.04386
C 1.36520 1.20252 1.03769
N 2.64524 1.23627 1.59719
C 1.98648 -0.32477 -0.84784
H -2.00978 -1.11734 -1.83546
H -0.73726 -1.35892 0.53467
H -1.80607 -0.08940 1.02191
H -0.43884 0.35289 -1.58599
H -0.89445 1.48652 -0.42383
H 0.64193 1.78939 1.57768
H 3.41168 1.10588 0.95724
H 2.77527 1.95782 2.29247
H 1.78187 -0.24692 -1.91265
H 1.91467 -1.36069 -0.54164
H 3.03213 -0.02352 -0.75100

This record from OMol25 describes a 2-piece molecular cluster, C3H10N2 overall. The level of theory is ωB97M-V with the def2-TZVPD basis set.

Properties
HOMO (alpha / beta) (eV): 1.2 / -5.5
Gap between HOMO and LUMO (alpha / beta) (Eh): 0.0972 / 0.3403
Spin multiplicity: 2
Largest force on an atom (eV/A): 0.829
Charge: -1
ΔE to the lowest compared entry with this formula, charge and spin (kcal per mole): 0.00
Expectation value of S²: 0.75
E (eV): -6252.004

Cartesian coordinates (Å):
C 0.93629 1.51583 3.51083
C 0.05181 1.41713 2.28016
H 2.00141 1.52731 3.26633
H 0.81633 0.59712 4.09707
H 0.71436 2.33177 4.19776
H 0.31808 0.52465 1.69990
H -0.99049 1.36490 2.58573
H 0.17188 2.24190 1.57587
N -0.93913 -0.89688 -2.68513
C -0.34978 -1.89082 -3.36319
N -0.43238 -2.01839 -4.63540
H -1.00253 -0.95284 -1.67009
H -1.63431 -0.37323 -3.19317
H 0.22107 -2.56537 -2.73201
H 0.11739 -2.82307 -4.93466

This record from OMol25 describes a 2-piece molecular cluster, C4H10N2 overall. The level of theory is ωB97M-V with the def2-TZVPD basis set.

Properties
HOMO (eV): -8.0
Gap between HOMO and LUMO (Eh): 0.3332
Structure (SMILES): C=CN.C=NC
Largest force on an atom (eV/A): 1.632
Charge: 0
ΔE to the lowest compared entry with this formula, charge and spin (kcal per mole): 53.70
E (eV): -7288.291

Cartesian coordinates (Å):
C 1.48445 0.17130 2.19083
C 0.37090 -0.33669 1.67460
N -0.31220 -1.44969 2.14107
H 2.00149 -0.23236 3.05528
H 2.02559 0.90723 1.61522
H -0.05364 0.22088 0.84637
H -0.10131 -1.69185 3.09700
H -1.30148 -1.43512 1.94867
C 0.46353 0.05911 -2.03469
C -1.69711 1.05974 -2.05656
N -0.70503 0.67662 -1.38149
H 0.90816 0.73281 -2.76748
H 1.07300 -0.28963 -1.20360
H 0.14726 -0.88186 -2.48034
H -2.65844 1.12396 -1.54912
H -1.64515 1.36556 -3.09577